Record 1
Molecular formula: C45H60Br4N3O4PbSe
Method: DFT, ωB97M-V/def2-TZVPD

Cartesian coordinates (Å):
1 C -3.830 -0.591 -0.369
2 H 5.821 1.983 0.513
3 C 1.132 -3.841 -0.849
4 C -0.969 -3.626 2.080
5 N -4.005 -0.489 -1.728
6 H 5.321 -0.506 0.631
7 C 3.657 1.743 4.254
8 C 5.903 0.630 2.879
9 H -7.263 0.386 -1.898
10 H -2.483 3.437 0.418
11 H -5.559 -0.611 2.382
12 C 2.134 1.345 2.417
13 H -3.519 1.880 6.859
14 C -1.972 -1.914 3.724
15 H -4.778 1.988 5.622
16 C 0.923 1.153 -2.808
17 H 5.697 -0.178 3.584
18 O -2.767 -0.967 0.121
19 C 4.360 2.487 6.953
20 H 4.961 3.164 6.341
21 C -5.179 0.099 -2.342
22 C -2.073 3.209 -3.838
23 H 1.609 1.631 -6.139
24 C -2.851 2.612 -0.196
25 C -5.628 -0.609 5.740
26 C -2.873 -0.692 -2.611
27 H -3.926 2.746 -0.331
28 C 3.454 1.332 2.940
29 H -3.108 -1.459 -3.354
30 H 4.761 1.478 6.841
31 C -0.330 1.909 -2.795
32 C 2.108 1.603 7.502
33 H -0.248 -3.807 4.731
34 H 5.215 3.062 1.788
35 C -4.703 -0.176 1.861
36 H 2.549 4.286 7.838
37 H -4.603 0.871 2.169
38 C 2.881 2.548 6.572
39 H -2.016 -1.010 -2.028
40 Br 3.172 0.123 -4.188
41 O -0.151 -1.084 2.404
42 C 4.395 -0.238 1.147
43 H 1.326 4.081 6.578
44 C -4.448 1.432 6.502
45 H 4.085 -1.095 1.754
46 C -2.510 0.735 4.490
47 C -2.720 3.233 -2.640
48 C -6.403 -0.145 -1.487
49 H -2.882 -0.380 7.829
50 Pb 0.102 0.068 0.279
51 C -6.118 0.329 -0.079
52 Se -0.688 1.901 2.640
53 O 1.384 0.588 -1.777
54 H -2.673 1.691 0.356
55 H -1.341 -3.052 1.227
56 H -2.700 1.774 4.731
57 C -2.920 -1.585 4.682
58 N -0.995 1.962 -1.609
59 N -4.909 -0.286 0.428
60 H -3.479 -2.398 5.132
61 C -0.841 2.530 -3.964
62 H -6.039 1.426 -0.056
63 H -5.204 1.556 7.281
64 C -1.158 -0.871 3.176
65 H -6.936 0.057 0.593
66 H -5.029 1.175 -2.503
67 C 4.972 2.193 1.171
68 H 3.626 -0.033 0.409
69 Br 0.020 -3.161 -2.270
70 H -1.152 -5.245 4.223
71 H -3.137 -5.000 2.655
72 C 2.640 2.141 5.118
73 H 1.657 -4.705 -1.232
74 H 1.038 1.624 7.288
75 Br 2.433 -2.570 -0.238
76 C -0.114 2.420 -5.169
77 H -4.585 -0.613 8.271
78 H 6.297 1.483 3.435
79 H -3.921 -3.929 3.813
80 H 4.480 2.783 7.998
81 H -6.377 -0.476 6.526
82 C 1.353 2.151 4.599
83 H -5.302 -0.354 -3.329
84 C -3.842 -0.765 7.482
85 H 0.511 2.459 5.210
86 H -5.568 -1.673 5.506
87 H 2.252 1.888 8.548
88 H 0.065 -3.337 2.257
89 H 4.667 1.744 4.632
90 H 4.110 2.439 0.549
91 H -6.634 -1.212 -1.473
92 H -3.801 -0.707 2.151
93 C 1.059 1.717 -5.211
94 C 4.657 0.976 2.052
95 C -3.230 -3.957 2.971
96 C -1.241 -4.186 4.486
97 C 2.390 3.985 6.798
98 H 2.451 0.574 7.372
99 O 1.900 1.036 1.165
100 H -3.731 -1.839 7.324
101 C -4.269 -0.054 6.190
102 C -1.840 -3.390 3.318
103 H 2.929 4.680 6.151
104 H -5.973 -0.088 4.845
105 C -2.146 2.585 -1.523
106 H 0.486 -4.086 -0.017
107 H -3.669 -3.388 2.148
108 C 1.555 1.101 -4.065
109 H -1.864 -4.106 5.380
110 H 6.695 0.301 2.202
111 C -1.534 0.450 3.547
112 Br -0.755 3.234 -6.769
113 H -1.017 -4.693 1.832
114 C -3.217 -0.288 5.106
115 H -2.496 3.700 -4.705
116 C 1.109 1.764 3.294
117 H -2.624 0.234 -3.136
118 H -3.667 3.747 -2.530

Calculated values
* molar mass: 1312.77 g/mol
* highest occupied orbital energy: -4.464 eV
* charge: -1
* max |F|: 0.0029 hartree/bohr

Record 2
Molecular formula: C45H60F40O15S5
Method: DFT, ωB97M-V/def2-TZVPD

Cartesian coordinates (Å):
1 H -7.998 -10.417 14.528
2 C 2.768 -16.942 11.010
3 H -4.971 -4.010 4.338
4 C 8.221 -0.436 11.480
5 C -2.395 -16.975 3.985
6 C 4.646 -17.708 7.413
7 F 8.247 0.357 12.577
8 O 3.761 -16.892 10.008
9 C -4.280 -2.397 13.059
10 H -9.965 -13.924 2.003
11 F -2.838 -13.379 8.958
12 C -3.467 -12.204 8.975
13 C -1.008 -9.776 9.030
14 H 0.256 -3.089 3.810
15 H -11.963 -14.565 5.220
16 H 6.333 -1.602 11.877
17 F 5.379 -3.847 12.393
18 C -4.216 -3.539 4.967
19 C 4.676 -18.631 8.650
20 F 2.038 -18.005 10.829
21 H -9.354 -14.600 4.883
22 C -7.959 -10.805 17.941
23 H 6.716 -9.775 3.659
24 F 2.666 -14.606 11.117
25 H -8.413 -14.434 2.517
26 H 6.490 -9.468 5.331
27 O -5.308 -10.845 18.062
28 F -5.310 -5.620 7.888
29 H 4.685 -18.578 10.855
30 C -9.469 -14.516 2.773
31 H 6.959 -11.611 6.101
32 H 7.678 -2.125 12.752
33 H -2.129 -5.272 12.823
34 H -4.808 -1.974 13.914
35 F -5.163 -6.111 5.728
36 F 7.690 0.200 10.426
37 F -2.968 -16.041 3.173
38 H -12.453 -16.348 3.317
39 C -1.078 -16.542 4.646
40 H -5.590 -10.035 15.588
41 F 0.884 -10.793 7.625
42 C 7.348 -4.062 10.941
43 H -8.662 -9.525 15.738
44 C -4.927 -12.463 9.472
45 H -0.968 -10.449 3.226
46 O 7.504 -2.667 10.722
47 F 10.396 0.333 10.937
48 C -2.971 -19.356 6.429
49 F -3.495 -11.750 7.739
50 F 10.235 -1.545 12.088
51 H -2.163 -11.021 2.035
52 H -11.177 -16.853 4.531
53 H -0.742 -17.438 5.169
54 H -2.825 -4.432 11.525
55 C -1.411 -10.261 2.248
56 H 8.900 -9.203 5.617
57 F -5.806 -3.348 6.678
58 C 1.934 -15.665 10.913
59 H -2.777 -0.757 13.539
60 F 0.851 -15.512 11.641
61 F 1.039 -8.695 8.318
62 C -2.251 -19.787 7.753
63 F -1.141 -15.593 5.541
64 H -2.782 -7.789 0.406
65 C -2.579 -8.824 0.678
66 H -3.889 -4.160 14.376
67 C 7.033 -11.531 5.016
68 S -10.118 -16.287 2.494
69 H -2.618 -11.777 10.847
70 H -3.674 -5.862 6.945
71 O -0.372 -8.677 -0.952
72 F -5.034 -13.015 10.718
73 O -10.749 -16.381 1.228
74 H -3.500 -9.406 0.642
75 C 9.683 -0.749 11.151
76 O 9.385 -10.918 2.492
77 C -0.348 -10.266 1.166
78 C -0.591 -3.773 3.861
79 H 1.052 -10.188 9.442
80 F -0.144 -16.248 3.752
81 H -4.298 -17.886 4.691
82 H -5.471 -13.170 8.846
83 C -2.652 -4.343 12.597
84 H -4.339 -2.462 4.848
85 F -4.289 -19.743 6.441
86 F 3.558 -16.986 7.404
87 H -3.178 -10.304 10.085
88 O 10.843 -10.905 4.588
89 C -9.972 -14.122 4.123
90 O -2.896 -3.984 4.636
91 C 8.384 -12.216 4.562
92 O -1.667 -10.771 -1.094
93 H 6.146 -12.051 4.654
94 F -2.394 -21.108 8.037
95 O -8.996 -17.178 2.904
96 H 0.003 -11.257 0.880
97 C -7.827 -10.210 15.584
98 F 3.312 -17.063 12.242
99 S -1.538 -2.881 12.936
100 C -4.567 -3.888 6.479
101 C 4.777 -17.843 10.055
102 F -1.517 -2.490 5.664
103 H 1.606 -15.629 9.874
104 C -6.493 -9.623 16.037
105 H -2.960 -1.338 11.889
106 H -12.186 -14.053 3.672
107 C -2.642 -11.235 9.902
108 H -1.371 -8.100 2.454
109 O -6.352 -8.521 18.559
110 S -1.199 -9.705 -0.301
111 C -4.650 -5.424 6.735
112 O -1.275 -10.988 9.721
113 S 9.484 -10.867 3.936
114 F -0.726 -4.104 2.538
115 H 5.662 -17.231 10.229
116 F 7.865 -4.477 9.746
117 H 4.589 -18.368 6.548
118 F -3.749 -3.362 7.399
119 F -1.210 -8.673 9.710
120 H -7.826 -11.474 18.792
121 H 8.642 -8.614 3.950
122 C -3.436 -17.366 5.109
123 F -2.291 -18.082 3.286
124 H -2.838 -8.777 2.935
125 H -8.793 -10.127 18.118
126 H -9.109 -11.866 16.361
127 F -0.154 -4.854 4.578
128 C -2.964 -1.645 12.935
129 F -2.490 -19.942 5.253
130 O -2.928 -17.944 6.380
131 F -0.965 -19.434 7.691
132 C 7.115 -10.034 4.640
133 C -11.474 -14.644 4.249
134 O -0.629 -2.617 11.801
135 F 3.634 -19.509 8.726
136 C -8.124 -11.436 16.544
137 C -2.086 -8.865 2.150
138 F -1.750 -9.735 7.933
139 H -3.884 -16.445 5.482
140 H -2.644 -19.264 8.624
141 C -11.494 -16.125 3.784
142 H -7.387 -12.221 16.373
143 H 5.164 -4.012 10.436
144 C 8.515 -9.457 4.630
145 F 5.621 -16.764 7.358
146 F 8.154 -4.423 11.955
147 C 7.412 -1.720 11.776
148 F 5.761 -19.382 8.678
149 H 9.773 -1.427 10.302
150 F -2.201 -2.010 3.648
151 C -3.977 -3.974 13.306
152 O -1.081 -2.880 14.329
153 C -1.822 -3.051 4.422
154 S -6.324 -9.824 17.827
155 F 5.634 -5.678 11.221
156 C 5.836 -4.353 11.224
157 H -9.861 -13.055 4.315
158 C 0.506 -9.914 8.540
159 H 8.237 -13.048 3.872
160 H -6.515 -8.550 15.845
161 H 0.497 -9.582 1.242
162 F -5.532 -11.322 9.548
163 H -4.941 -2.244 12.206
164 H 8.893 -12.736 5.374
165 H -4.737 -4.644 12.903

Calculated values
* molar mass: 1761.22 g/mol
* structure (SMILES): FC(F)C(F)(F)COC(F)(F)C(F)F.FC(F)C(F)(F)COC(F)(F)C(F)F.FC(F)C(F)(F)COC(F)(F)C(F)F.FC(F)C(F)(F)COC(F)(F)C(F)F.FC(F)C(F)(F)COC(F)(F)C(F)F.O=S1(=O)CCCC1.O=S1(=O)CCCC1.O=S1(=O)CCCC1.O=S1(=O)CCCC1.O=S1(=O)CCCC1
* highest occupied orbital energy: -10.294 eV
* charge: 0
* max |F|: 0.0891 hartree/bohr